[1]
DFT (ωB97M-V with the def2-TZVPD basis set) results for a molecular structure, C26H26AsFeN5O2S at a distorted geometry.

energy above the lowest of the compared OMol25 structures with the same formula, charge and spin = 0.0 kJ/mol
total energy = -144991.282 eV
frontier orbital gap (alpha / beta) = 0.2147 / 0.2147 Eh

Cartesian coordinates (Å):
Fe (-0.27, 0.04, 0.33)
C (-3.96, -1.76, -3.57)
C (-3.48, -0.58, -4.12)
C (-2.56, 0.21, -3.45)
C (-2.06, -0.16, -2.19)
C (-2.61, -1.32, -1.63)
C (-3.53, -2.11, -2.30)
N (-1.16, 0.54, -1.41)
C (-0.66, 1.76, -1.72)
C (-0.34, 2.31, -3.00)
C (0.07, 3.62, -3.10)
C (0.19, 4.47, -1.99)
C (-0.04, 3.96, -0.73)
C (-0.39, 2.61, -0.62)
N (-0.54, 1.89, 0.56)
N (-0.88, 2.41, 1.66)
C (-1.37, 1.34, 2.48)
C (-1.72, 1.60, 3.79)
C (-2.31, 0.58, 4.52)
C (-2.53, -0.64, 3.91)
C (-2.15, -0.81, 2.59)
N (-1.57, 0.16, 1.88)
H (-4.67, -2.37, -4.11)
H (-3.82, -0.26, -5.10)
H (-2.25, 1.14, -3.91)
H (-2.33, -1.57, -0.61)
H (-3.93, -2.99, -1.82)
H (-0.38, 1.69, -3.87)
H (0.33, 4.01, -4.08)
H (0.49, 5.50, -2.11)
H (0.07, 4.55, 0.16)
H (-1.52, 2.58, 4.21)
H (-2.59, 0.74, 5.55)
H (-3.00, -1.46, 4.44)
H (-2.31, -1.75, 2.08)
O (1.73, -1.15, 3.61)
C (1.15, -1.04, 2.54)
O (0.99, 0.03, 1.86)
C (0.65, -2.28, 1.82)
C (1.09, -3.53, 2.23)
C (0.80, -4.63, 1.44)
C (0.09, -4.43, 0.27)
C (-0.35, -3.16, -0.05)
N (-0.09, -2.09, 0.72)
H (1.67, -3.60, 3.13)
H (1.15, -5.62, 1.71)
H (-0.13, -5.25, -0.41)
H (-0.91, -2.97, -0.95)
C (2.84, 2.18, 0.42)
As (3.21, 0.42, -0.24)
C (4.06, -0.53, 1.20)
C (4.61, 0.70, -1.52)
S (1.63, -0.57, -1.23)
H (3.75, 2.57, 0.88)
H (2.05, 2.11, 1.17)
H (2.53, 2.81, -0.41)
H (5.13, -0.30, 1.17)
H (3.90, -1.60, 1.06)
H (3.63, -0.22, 2.16)
H (5.49, 1.13, -1.04)
H (4.24, 1.36, -2.30)
H (4.87, -0.26, -1.96)

[2]
DFT (ωB97M-V with the def2-TZVPD basis set) results for a molecular structure, C26H26BN11O6STi.

multiplicity = 3
expectation value of S² = 2.03
energy above the lowest of the compared OMol25 structures with the same formula, charge and spin = 35.9 kJ/mol
total charge = -2
total energy = -90692.781 eV
frontier orbital gap (alpha / beta) = 0.1321 / 0.2475 Eh

Cartesian coordinates (Å):
Ti (0.58, -1.21, 0.10)
N (-0.62, -5.25, 0.47)
C (-0.22, -3.99, 0.89)
S (1.46, -3.56, 0.70)
N (-1.15, -3.25, 1.43)
N (-0.66, -1.98, 1.70)
C (-0.92, -1.50, 2.86)
C (-0.27, -0.33, 3.42)
C (-0.69, 0.15, 4.66)
C (0.01, 1.14, 5.32)
C (1.19, 1.62, 4.75)
C (1.63, 1.16, 3.53)
C (0.89, 0.21, 2.80)
O (1.28, -0.15, 1.61)
H (0.02, -5.63, -0.21)
H (-1.57, -5.20, 0.10)
H (-1.57, -2.09, 3.51)
H (-1.59, -0.27, 5.09)
H (-0.33, 1.51, 6.28)
H (1.78, 2.38, 5.28)
H (2.54, 1.53, 3.08)
B (1.31, 1.72, -1.97)
N (2.18, 0.44, -2.09)
C (3.18, 0.29, -2.97)
C (3.95, -0.80, -2.59)
C (3.33, -1.26, -1.43)
N (2.27, -0.50, -1.13)
N (-0.17, 1.38, -1.59)
C (-1.25, 2.03, -2.04)
C (-2.35, 1.66, -1.29)
C (-1.83, 0.75, -0.36)
N (-0.52, 0.60, -0.55)
H (1.80, 2.45, -1.13)
H (1.29, 2.27, -3.04)
H (3.26, 0.96, -3.81)
H (4.80, -1.21, -3.10)
H (3.55, -2.13, -0.83)
H (-1.15, 2.71, -2.87)
H (-3.37, 1.98, -1.40)
H (-2.33, 0.20, 0.42)
C (-2.91, 4.01, 5.23)
N (-1.98, 3.86, 4.14)
C (-0.94, 4.71, 3.96)
C (-0.05, 4.53, 2.97)
C (-0.23, 3.36, 2.14)
N (-1.26, 2.55, 2.29)
C (-2.18, 2.76, 3.26)
O (-3.18, 2.08, 3.43)
N (0.71, 3.10, 1.22)
H (-2.71, 4.95, 5.75)
H (-2.80, 3.18, 5.93)
H (-3.93, 3.99, 4.86)
H (-0.87, 5.53, 4.66)
H (0.78, 5.20, 2.84)
H (1.34, 3.83, 0.95)
H (0.66, 2.30, 0.60)
O (-1.91, -3.54, -1.77)
C (-0.97, -2.87, -2.16)
O (-0.32, -2.04, -1.36)
C (-0.46, -2.95, -3.55)
C (0.67, -2.25, -3.98)
C (1.13, -2.33, -5.28)
C (0.44, -3.14, -6.21)
C (-0.70, -3.86, -5.78)
C (-1.13, -3.75, -4.48)
N (0.89, -3.24, -7.51)
O (1.93, -2.59, -7.87)
O (0.25, -3.99, -8.33)
H (1.20, -1.63, -3.27)
H (2.00, -1.80, -5.61)
H (-1.21, -4.47, -6.51)
H (-2.01, -4.29, -4.15)

[3]
DFT (ωB97M-V with the def2-TZVPD basis set) results for a molecular structure, C26H26BrN2OOsP2 at a distorted geometry.

total charge = +3
total energy = -123475.149 eV
frontier orbital gap (alpha / beta) = 0.1715 / 0.1724 Eh

Cartesian coordinates (Å):
Os (-0.36, -0.36, 0.12)
Br (-0.99, -6.98, 3.34)
C (-0.66, -5.50, 2.30)
C (-0.09, -5.64, 1.02)
C (0.14, -4.53, 0.26)
C (-0.19, -3.24, 0.73)
O (0.03, -2.24, -0.09)
C (-0.74, -3.09, 2.04)
C (-1.03, -1.81, 2.66)
N (-0.76, -0.66, 2.16)
C (-1.04, 0.56, 2.86)
C (-1.24, 0.67, 4.21)
C (-1.55, 1.93, 4.78)
C (-1.63, 3.04, 4.00)
C (-1.39, 2.96, 2.60)
C (-1.42, 4.08, 1.75)
C (-1.12, 3.93, 0.41)
C (-0.80, 2.67, -0.07)
N (-0.80, 1.57, 0.69)
C (-1.09, 1.70, 2.04)
C (-0.97, -4.22, 2.80)
H (0.15, -6.63, 0.65)
H (0.57, -4.61, -0.73)
H (-1.51, -1.86, 3.64)
H (-1.16, -0.18, 4.87)
H (-1.71, 1.99, 5.85)
H (-1.87, 4.01, 4.43)
H (-1.66, 5.05, 2.16)
H (-1.13, 4.78, -0.26)
H (-0.53, 2.54, -1.11)
H (-1.39, -4.14, 3.79)
C (-0.70, -1.75, -3.07)
P (-0.73, -0.16, -2.21)
C (-2.35, 0.54, -2.57)
C (0.53, 0.88, -2.96)
C (0.44, 1.43, -4.24)
C (1.50, 2.18, -4.73)
C (2.64, 2.38, -3.97)
C (2.74, 1.83, -2.70)
C (1.68, 1.09, -2.19)
P (1.72, 0.27, -0.59)
C (2.83, -1.14, -0.72)
C (2.49, 1.39, 0.60)
H (-0.87, -1.58, -4.14)
H (-1.48, -2.40, -2.68)
H (0.27, -2.23, -2.95)
H (-2.49, 0.60, -3.65)
H (-2.47, 1.54, -2.15)
H (-3.13, -0.11, -2.17)
H (-0.44, 1.28, -4.85)
H (1.44, 2.61, -5.72)
H (3.46, 2.97, -4.36)
H (3.64, 2.00, -2.11)
H (3.81, -0.79, -1.06)
H (2.45, -1.86, -1.44)
H (2.95, -1.62, 0.25)
H (3.53, 1.58, 0.29)
H (2.51, 0.93, 1.59)
H (1.96, 2.34, 0.64)

no.,molecular weight (g/mol)
1,603.36
2,679.31
3,714.59